DFT (wB97M-V/def2-TZVPD) results for an isolated ion of composition C7H18NS2 and charge +1 at a distorted geometry.

molecular weight = 180.36 Da
SMILES string = CC(C)(C)SC[C@H]([NH3+])CS
frontier orbital gap = 9.46 eV
charge = +1
LUMO energy = -3.1 eV

Each line ends with the Löwdin charge.
CARTESIAN COORDINATES (ANGSTROEM)
H: 2.48170 -0.25482 -0.15270  0.096
C: 1.39715 -0.49107 -1.88237  -0.418
C: -1.22295 -0.05642 1.65110  -0.814
S: 2.73490 1.38900 -3.45026  0.760
H: 1.40371 -1.23385 -2.71602  0.170
H: -0.52217 -1.93860 2.46282  0.076
H: -0.83924 1.78559 2.65457  0.079
H: -2.20837 1.46202 0.45351  0.081
H: -1.96715 0.75399 3.52945  0.102
C: 1.21705 0.94263 -2.48585  -0.479
H: 1.03383 1.67230 -1.67029  0.082
H: 0.34395 0.98573 -3.12914  0.086
S: 0.35366 0.08812 0.63154  0.942
H: 3.25882 0.23834 -1.58406  0.071
H: -1.83127 -2.08511 1.24213  0.081
H: 3.15551 -1.34938 -1.18953  0.177
H: -3.34654 0.67621 1.55315  0.105
H: -2.80825 -0.16365 0.11187  0.076
C: -1.05773 0.75612 2.91302  -0.124
N: 2.66672 -0.46537 -1.14638  0.169
H: 2.52492 2.62794 -3.93429  -0.108
H: -2.16971 -1.59935 2.90504  0.102
H: -0.22397 0.33864 3.54105  0.105
H: -0.70228 -0.42626 -1.50318  0.088
C: 0.17620 -0.77926 -0.97153  -0.401
C: -1.43873 -1.50400 2.08306  -0.109
H: 0.04736 -1.86764 -0.82426  0.098
C: -2.45712 0.49811 0.90752  -0.094

---

DFT (wB97M-V/def2-TZVPD) results for a 3-piece molecular cluster, C29H56NO8S overall at a distorted geometry.

molecular weight = 578.83 Da
frontier orbital gap = 5.89 eV
charge = +1
LUMO energy = -4.8 eV

Each line ends with the Löwdin charge.
CARTESIAN COORDINATES (ANGSTROEM)
O: -1.41441 -7.11858 -1.13409  -0.202
H: 6.90331 3.19099 2.20450  0.103
C: -6.05411 1.96881 1.71646  -0.022
C: 7.57198 0.46634 3.46936  -0.105
H: -1.07169 -8.95638 0.77555  0.127
H: -0.06742 -3.32938 -1.36431  0.132
H: 5.47040 2.44232 1.44011  0.091
H: 8.62030 0.41898 1.09597  0.100
H: 7.08858 2.07001 -0.58640  0.105
H: 7.29709 -0.06281 0.08649  0.099
H: 0.25325 5.67606 -0.44698  0.120
H: -3.35186 -7.29482 -0.40993  0.125
C: 6.82064 0.15326 2.17348  -0.280
O: -5.46656 -1.74560 -0.68576  0.160
O: -5.83986 -0.18598 -2.20048  0.202
H: 2.92994 3.46414 1.20600  0.100
N: -4.85040 2.60170 1.76119  -0.026
C: 3.70012 5.09538 0.08217  -0.199
C: -2.10730 -8.82446 0.44885  -0.208
H: 5.12881 4.44962 -1.36468  0.102
H: 2.13403 4.97772 1.56029  0.104
C: -1.06412 4.04542 -0.81474  -0.193
H: -0.78902 3.01422 -1.04521  0.099
C: 6.42155 2.93395 1.26441  -0.218
H: 0.74214 -1.64663 -2.96616  0.082
H: -2.53552 -8.14298 -2.56178  0.087
H: -1.77587 2.13279 0.67324  0.132
H: -3.22310 4.15855 -0.70850  0.120
C: -1.34100 -10.38425 -1.16220  -0.106
H: -2.12488 -6.70860 0.72737  0.122
H: -1.17918 4.56474 -1.76007  0.115
H: -6.82683 2.22849 2.41814  0.127
C: -2.31601 -7.42328 -0.08065  -0.209
H: 1.63964 -3.18330 -3.11539  0.092
H: -3.29302 0.98561 -0.71524  0.144
H: -1.20972 -7.12532 -3.15734  0.094
C: 7.38794 2.07616 0.46197  -0.196
C: 1.42485 3.93791 -0.24041  -0.210
H: 1.26545 2.86346 -0.14404  0.105
H: 4.52273 3.11566 -0.39930  0.106
H: -1.23850 -4.50375 -1.97556  0.108
H: 3.31564 5.58958 -0.80923  0.100
H: -3.00565 -0.29943 -3.03426  0.077
O: -0.40594 -3.32941 -3.41305  -0.183
C: -6.26144 4.41508 3.41848  -0.096
O: -2.45995 -9.80238 -0.51425  -0.189
C: -4.08365 1.25637 -0.03267  0.112
C: -2.00674 -7.19823 -2.41930  -0.113
C: 6.11194 4.25252 0.51350  -0.193
C: 4.84009 4.15612 -0.35822  -0.198
H: 6.05102 5.07620 1.21956  0.100
H: -6.70607 3.68765 4.08859  0.080
H: -2.41520 -2.74354 -0.79897  0.121
H: -2.75828 -8.97341 1.31644  0.126
H: 6.75526 -0.93508 2.13512  0.100
C: -3.85173 2.25729 0.91089  -0.147
H: -2.82655 -2.67811 -2.52161  0.130
C: -0.87797 -3.47673 -2.08396  -0.194
H: -2.23564 3.21572 1.94437  0.114
C: -5.56912 -0.47490 -1.08662  -0.503
C: 0.80310 -2.59540 -3.50577  -0.104
C: -6.30608 0.97852 0.80206  0.055
H: 7.67056 1.53007 3.65439  0.061
H: -6.85351 4.42674 2.50615  0.079
H: 7.03952 -0.02131 4.28285  0.067
C: -2.37411 4.08364 -0.03122  -0.171
H: -7.25585 0.47099 0.77819  0.144
H: 4.10733 5.86664 0.72972  0.100
H: -1.71414 -10.97367 -1.99750  0.090
C: -1.92411 -0.48465 -2.99488  -0.109
H: -6.15797 5.40691 3.83420  0.093
S: -4.62236 3.85329 3.00147  0.698
H: -5.77498 -1.87126 0.22263  0.137
H: 0.98321 -2.38983 -4.55934  0.091
C: -5.29585 0.60904 -0.09189  -0.061
H: -0.80330 -11.04699 -0.47647  0.090
H: 8.54081 -0.02441 3.42824  0.072
H: -2.70165 -6.36336 -2.56898  0.082
C: 7.56183 0.59324 0.91301  -0.199
H: 8.36874 2.54433 0.48626  0.108
H: -1.62479 -1.03439 -3.88868  0.092
H: -0.65521 -9.62369 -1.54312  0.084
C: 0.10954 4.67466 -0.03861  -0.202
H: -1.40277 0.47282 -2.98602  0.087
H: 6.95923 4.44434 -0.14245  0.102
C: 2.52172 4.36432 0.74923  -0.197
C: -2.01997 -2.52954 -1.79755  -0.199
O: -3.90669 4.94716 2.44957  -0.229
O: -1.59182 -1.16848 -1.79827  -0.207
H: -0.12272 4.81028 1.01739  0.110
H: 5.79373 0.50385 2.22479  0.089
H: -2.37066 5.00010 0.54862  0.099
O: -4.05007 3.15281 4.09795  -0.227
H: 1.78263 4.11311 -1.25339  0.115
C: -2.50574 2.88864 0.94626  -0.111

---

DFT (wB97M-V/def2-TZVPD) results for C20H34Cl2FeN3O4 as an isolated structure at a distorted geometry.

molecular weight = 507.26 Da
expectation value of S² = 8.763
frontier orbital gap (alpha / beta) = 6.66 / 6.20 eV
LUMO energy (alpha / beta) = 0.4 / 0.1 eV
multiplicity = 6

Each line ends with the Löwdin spin population.
CARTESIAN COORDINATES (ANGSTROEM)
N: -1.23378 0.07207 4.78742  0.004
H: 0.93032 2.39447 -1.21138  0.001
H: -1.78148 0.88557 2.98462  0.002
H: -1.31068 1.39387 6.41172  0.000
H: 3.29192 1.38927 2.18912  0.000
H: 3.27082 2.71707 -1.16968  0.001
C: -2.62718 1.05657 -1.56708  0.023
Cl: 0.18212 2.21317 1.14202  0.144
H: -0.14088 -1.68503 4.80482  0.000
C: 0.56192 2.57837 -2.20948  0.002
H: -0.68908 3.13467 -5.80768  0.000
C: -1.08378 0.20267 3.46662  0.006
C: -0.33958 2.98477 -4.79408  0.000
H: -0.09828 -5.41973 1.30002  0.000
H: -0.04848 -0.74463 6.30572  0.000
H: 1.10172 -5.40873 -1.77348  0.000
H: 3.14232 -0.76233 -0.61028  0.001
H: -4.34738 0.00347 -0.84208  0.002
H: 4.81102 1.84377 -1.28078  0.000
C: -1.79538 0.02637 -1.73578  0.019
H: 3.05232 2.83287 1.21242  0.001
H: -1.04748 0.96287 -4.69188  0.000
H: -3.17958 -1.63903 -1.59498  0.001
C: 2.85642 -0.07513 0.19712  0.014
H: 2.09812 -5.58483 -0.32078  0.000
H: 3.33752 1.12897 -1.95038  0.000
C: -1.91948 1.08347 5.56192  0.001
H: 2.30602 -4.16923 -1.37008  0.000
C: 0.62652 -2.79823 -0.12848  0.005
C: -2.12418 -1.40813 -1.47688  0.002
H: 4.69562 2.18487 1.42072  0.000
H: -0.88148 -5.60113 -0.28218  0.000
H: -2.25878 2.04587 -1.81648  0.001
Fe: -0.00288 -0.03513 0.75862  4.179
C: 0.30452 4.01577 -4.12178  0.000
H: 1.26562 4.60207 -2.29548  0.000
C: 0.75822 3.80547 -2.82648  0.000
C: -0.54068 1.76357 -4.16708  0.001
O: -0.21678 -0.40093 2.81392  0.040
O: 2.05672 -0.43293 1.07942  0.028
H: 1.35952 -2.31253 -0.77058  0.000
H: -1.56628 -2.05053 -2.16268  0.000
N: 0.60282 -4.12973 -0.19438  0.004
C: -0.70378 -1.07293 5.49892  0.001
H: -1.26148 -4.21133 0.72692  0.000
O: 0.46182 0.06337 -1.05528  0.198
Cl: -2.30048 0.16367 0.53312  0.222
C: 3.73702 1.73207 -1.13968  0.001
H: -2.11578 1.95147 4.94062  0.000
H: -4.15998 1.60827 -0.17938  0.001
C: -0.35228 0.22187 -2.18198  0.019
C: -0.46618 -4.88403 0.42432  0.001
H: -1.51488 -1.66193 5.92802  0.000
H: -4.74768 1.40907 -1.82298  0.001
N: 3.46122 1.10277 0.13372  0.012
C: 1.58552 -4.86633 -0.95978  0.001
C: 3.64212 1.92587 1.31662  0.002
O: -0.13958 -2.13213 0.58842  0.042
H: 0.45532 4.97227 -4.60618  0.000
H: -0.13558 -0.56273 -2.91548  0.004
H: -1.81258 -1.69323 -0.47358  0.000
C: -4.04098 1.02217 -1.09408  0.008
C: -0.10128 1.54637 -2.86458  0.005
H: -2.86878 0.70117 5.93862  0.000

---

DFT (wB97M-V/def2-TZVPD) results for a 3-piece molecular cluster, C3H11NO3 overall at a distorted geometry.

molecular weight = 109.12 Da
SMILES string = CNCC=O.O.O
frontier orbital gap = 10.50 eV
LUMO energy = 0.6 eV

Each line ends with the Löwdin charge.
CARTESIAN COORDINATES (ANGSTROEM)
C: -1.07931 -2.38954 -0.42346  -0.137
H: -2.73623 -0.37011 1.96029  -0.007
H: -3.43624 -1.63855 2.31502  0.067
H: 1.00596 -0.86381 0.21885  0.100
O: -3.62613 -0.69158 2.03249  -0.086
H: -0.66513 -2.70106 -1.37255  0.071
C: 0.37418 1.14586 -0.11326  -0.210
H: 4.41750 3.58302 -1.16337  0.002
H: -0.40422 -2.87659 0.36392  0.102
C: 0.33355 -0.40627 -0.47300  -0.157
O: 1.37293 1.82271 -0.24955  0.032
H: 4.46227 4.22353 0.22877  -0.017
O: 4.46787 4.35212 -0.66353  0.012
H: -0.58362 1.58728 0.09593  0.103
H: -1.64024 -0.54756 -0.89326  0.065
N: -1.05464 -0.94122 -0.24077  -0.117
H: -2.00659 -2.81524 -0.14953  0.055
H: 0.79810 -0.47298 -1.47298  0.122

---

DFT (wB97M-V/def2-TZVPD) results for a 5-piece molecular cluster, C30H75N5 overall at a distorted geometry.

molecular weight = 505.96 Da
SMILES string = CCN(CC)CC.CCN(CC)CC.CCN(CC)CC.CCN(CC)CC.CCN(CC)CC
frontier orbital gap = 8.64 eV
LUMO energy = 0.8 eV

Each line ends with the Löwdin charge.
CARTESIAN COORDINATES (ANGSTROEM)
C: -4.86277 4.40474 -1.46508  -0.242
H: 7.03605 -6.34117 6.10849  0.074
H: -7.26444 -1.55628 -0.43323  0.099
N: 0.85936 -1.15052 -0.15659  -0.200
H: -0.34959 -2.08162 1.23872  0.099
C: -2.72296 7.36142 -0.45646  -0.101
H: -4.31023 -4.02144 0.02986  0.100
H: 2.32162 -1.45836 2.12899  0.080
C: -4.69828 -0.12681 -0.83212  -0.077
H: 5.83965 5.71652 -3.69562  0.066
H: 7.40818 -4.98398 7.27591  0.061
H: 4.71159 -6.43027 7.58886  0.094
H: -6.57523 4.32450 -2.74364  0.067
C: 3.74684 2.30301 -3.36920  -0.264
H: -1.96926 6.72742 0.01053  0.079
H: 2.01314 -0.21055 -1.64000  0.098
H: -3.90041 0.29995 -1.43988  0.060
H: 4.86920 -3.03311 6.34706  0.113
C: 1.94899 -2.08424 0.09859  -0.269
C: 2.08835 3.93000 -3.34800  -0.253
C: 4.37682 4.40045 -4.52228  -0.198
H: 0.82277 -1.29538 -2.25446  0.102
H: -7.72014 -3.30645 -2.21203  0.069
H: 4.92126 0.49764 -3.88994  0.059
H: 1.62287 -6.78909 5.93486  0.055
H: -5.39335 4.66572 -0.54940  0.110
H: 7.10929 -6.65987 7.81142  0.062
C: 0.98442 -0.53729 -1.48812  -0.243
H: -4.41701 6.43901 0.21524  0.108
H: -1.66994 3.02132 -3.21212  0.065
H: 1.88415 -3.02652 -0.44546  0.102
H: -5.74747 5.82298 -2.97693  0.060
C: -5.57816 4.76228 -2.79157  -0.081
N: -5.43823 -2.29076 0.27434  -0.175
C: -6.73694 -3.21644 -1.75018  -0.083
H: 2.85545 -1.62678 -0.29784  0.110
H: -5.10807 4.50530 -3.74082  0.060
H: -4.20230 -2.10913 -1.52923  0.099
C: -4.37714 -1.62489 -0.56848  -0.238
C: 1.33649 4.98294 -4.14398  -0.091
H: -0.11634 -3.81633 -0.71662  0.068
H: 5.08044 3.77514 -5.07183  0.089
C: 4.91848 -3.22596 4.24418  -0.101
N: 4.69344 -5.12476 5.97442  -0.185
C: 6.84068 -5.89445 7.08336  -0.092
H: -1.55378 5.30677 -2.11959  0.092
H: 4.13448 2.66940 -2.41863  0.104
C: 5.23484 -3.75934 5.62112  -0.245
H: 1.33766 -3.02209 2.02295  0.068
H: 1.43908 3.08812 -3.10762  0.081
H: 4.58933 1.41118 -5.28779  0.075
H: -2.29231 7.84653 -1.33242  0.068
H: -7.28726 -3.06400 0.39405  0.106
C: -2.51177 3.48131 -2.69459  -0.095
H: 4.05559 5.20424 -5.18472  0.103
C: -3.93400 6.51539 -0.75891  -0.269
H: 2.94489 -7.52725 6.69173  0.048
N: -3.63392 5.17321 -1.29061  -0.190
H: 5.81744 1.90435 -4.18733  0.061
H: 6.31219 -3.89035 5.72236  0.096
C: 5.32352 -5.58616 7.27087  -0.235
H: 1.82747 5.95362 -4.07454  0.064
H: -4.69376 3.33169 -1.37507  0.092
C: 2.10505 -2.38055 1.58977  -0.089
C: -0.40767 -1.75103 0.20169  -0.244
H: -6.12283 -2.77420 -2.53465  0.063
H: -3.24253 -2.62713 1.77043  0.046
H: 2.89565 1.66155 -3.14091  0.090
H: 2.86334 -4.69424 7.01368  0.103
C: 2.71249 -6.76399 5.94909  -0.063
H: -1.75023 -3.34426 -0.47541  0.050
H: -4.65358 7.00202 -1.41732  0.103
H: 3.86493 -2.94701 4.26192  0.057
H: 3.15119 -7.08439 5.00411  0.064
H: -2.60776 2.87027 -1.79707  0.067
H: 0.31005 1.35886 -0.80370  0.083
H: -5.67615 -0.04423 -1.30652  0.058
C: 0.02078 0.67811 -1.60432  -0.069
H: 2.24274 4.34682 -2.35275  0.109
H: -3.04427 8.17604 0.19258  0.071
C: -4.05786 -3.28562 2.06997  -0.067
C: 5.02448 5.11584 -3.29217  -0.082
C: -2.56540 4.95729 -2.32597  -0.230
H: 5.26588 -2.20116 4.11305  0.070
C: 4.79527 1.52758 -4.22377  -0.087
C: -6.75404 -2.51814 -0.38429  -0.236
H: -3.35767 -1.64228 -0.18315  0.072
C: 3.25398 -5.23834 6.15378  -0.250
C: -4.92449 -3.53500 0.78760  -0.276
N: 3.27703 3.43580 -4.14011  -0.175
H: 5.46538 4.46462 -2.53744  0.060
H: 2.77703 -4.65397 5.36693  0.090
H: -5.75634 -4.20461 1.00607  0.107
H: 5.27660 -4.83111 8.05560  0.104
H: -0.77430 -2.60076 -1.74152  0.067
C: -0.76449 -2.94004 -0.70571  -0.070
H: 3.02120 -2.94827 1.75246  0.057
H: -3.54540 -4.15851 2.47441  0.062
H: 0.31258 1.15165 -2.54172  0.051
H: 1.29124 4.75937 -5.20985  0.078
H: -4.90926 0.35292 0.12363  0.075
H: 0.33972 5.14199 -3.73258  0.052
H: -2.81274 5.55477 -3.20343  0.104
H: -4.63734 -2.88135 2.89995  0.069
H: -6.33422 -4.22086 -1.61956  0.067
H: -3.39478 3.32145 -3.31333  0.057
H: 5.40660 -3.74396 3.41864  0.081
H: -1.00930 0.33946 -1.49312  0.054
H: 4.31232 5.77475 -2.79540  0.063
H: -1.12416 -0.93092 0.15518  0.096